P | ORCA calculation (ωB97M-V/def2-TZVPD) on C5H2O as an isolated structure.

Atoms and positions in Å:
O 1.3706 1.0858 -0.7087
C 0.7796 0.5663 0.1436
C 1.1078 -2.2108 0.0203
C 0.0896 -1.4827 -0.1606
C -0.8409 -0.4958 -0.2290
C -1.3787 0.6084 -0.1242
H 0.8137 0.4121 1.2152
H -1.9417 1.5168 -0.1566

Summary:
HOMO-LUMO gap   0.3231 Eh
M   78.070 g mol⁻¹



Q | ORCA calculation (ωB97M-V/def2-TZVPD) on the molecule C5H2O.

Atoms and positions in Å:
C -1.1932 -1.2196 1.3980
C -0.0643 -0.9306 0.9717
C 0.1154 0.0421 -0.1353
C 1.1513 -0.8563 0.1195
C -0.4755 1.1315 -0.5713
O 2.1814 -1.4158 0.0229
H -0.2065 1.7744 -1.3693
H -1.5085 1.4742 -0.4363

Summary:
HOMO-LUMO gap   0.3251 Eh
M   78.070 g mol⁻¹



Stability check: which of them is most stable? Q.



P | ORCA calculation (ωB97M-V/def2-TZVPD) on an isolated ion of composition C10H13N2O and charge +1.

Atoms and positions in Å:
C 2.8003 -0.2240 -1.0662
C 1.5126 -0.5480 -1.0907
O 0.9742 -1.3984 -2.0282
C 0.5481 -0.0219 -0.1038
C 0.6324 1.3129 0.2872
C -0.2170 1.8569 1.2398
C -0.0974 3.2895 1.6384
C -1.1740 1.0329 1.8294
C -1.2873 -0.2906 1.4539
C -0.4424 -0.8133 0.4838
N -0.5947 -2.1914 0.1085
C -1.2023 -2.5639 -0.9812
N -1.7845 -1.7281 -1.8017
H 3.4961 -0.6143 -1.7887
H 3.1970 0.4182 -0.3061
H 1.6673 -1.6373 -2.6573
H 1.3768 1.9389 -0.1794
H -1.0744 3.7176 1.8473
H 0.4996 3.3682 2.5467
H 0.3905 3.8730 0.8628
H -1.8350 1.4329 2.5820
H -2.0330 -0.9249 1.9085
H -0.1916 -2.8875 0.7250
H -1.2513 -3.6225 -1.2091
H -1.7056 -0.7318 -1.6392
H -2.2044 -2.0432 -2.6616

Summary:
SMILES   C=C(O)c1cc(C)ccc1NC=[NH2+]
HOMO-LUMO gap   0.3442 Eh
Net charge   +1
M   177.227 g mol⁻¹



Q | ORCA calculation (ωB97M-V/def2-TZVPD) on an isolated ion of composition C10H13N2O and charge +1.

Atoms and positions in Å:
C -3.4331 -1.2131 1.2194
C -2.0237 -1.8277 1.5484
O -0.9329 -0.9864 1.4460
C -0.6001 -0.5064 0.2667
C -0.8299 -0.2079 -1.0132
C 0.2575 0.5332 -1.5969
C 0.2312 0.8145 -2.9708
N 1.2534 0.7194 -0.7143
C 2.4208 1.4030 -0.8695
C 3.2243 1.4454 0.2631
C 2.7767 0.7818 1.4194
C 1.6238 0.2157 1.5897
N 0.8016 0.2145 0.4981
H -3.5167 -0.7823 0.2013
H -4.0280 -2.0322 1.5363
H -3.5069 -0.3734 1.9427
H -1.7049 -2.8358 1.1404
H -1.9813 -2.0710 2.7176
H -1.7817 -0.2131 -1.4816
H -0.5109 1.6507 -3.3506
H 1.1911 1.0284 -3.5121
H -0.3043 -0.0508 -3.3570
H 2.7932 1.5327 -1.8994
H 4.0705 1.9877 0.1471
H 3.3374 0.8750 2.3192
H 1.1727 -0.1019 2.5098

Summary:
SMILES   CCOc1cc(C)n2cccc[n+]12
HOMO-LUMO gap (spin up / spin down)   0.2951 / 0.2951 Eh
Net charge   +1
M   177.227 g mol⁻¹



R | ORCA calculation (ωB97M-V/def2-TZVPD) on an isolated ion of composition C10H13N2O and charge +1.

Atoms and positions in Å:
C 0.4836 3.0660 0.6538
N 0.0081 1.7266 0.4368
C 0.5304 0.7160 -0.0307
C 1.8941 0.5140 -0.8213
C 3.0074 -0.0846 -0.1109
C 2.9650 -1.3856 0.3181
C 1.8068 -2.1797 0.1856
C 0.5019 -1.7782 -0.0571
C -0.2133 -0.6145 0.0023
N -1.5008 -0.5686 0.1244
C -2.4819 -0.3645 0.9302
O -3.6503 -0.3977 0.5586
C -3.9989 -0.7397 -0.7505
H 1.5152 3.2560 0.9247
H -0.0066 3.5437 1.4658
H 0.1613 3.7312 -0.2551
H 2.2157 1.4795 -1.3569
H 1.5457 -0.0615 -1.7087
H 3.9616 0.4280 -0.2011
H 3.8103 -1.8801 0.7793
H 1.8933 -3.1937 0.5606
H -0.0436 -2.6071 -0.3130
H -2.2020 -0.1143 1.9914
H -4.7430 -1.5571 -0.8022
H -3.0680 -1.0744 -1.2666
H -4.3920 0.1405 -1.2572

Summary:
SMILES   C/N=C1\CC=CC=CC1=[N+]=COC
HOMO-LUMO gap (spin up / spin down)   0.2760 / 0.2760 Eh
Net charge   +1
M   177.227 g mol⁻¹



Stability check: which of them is most stable? P.



P | ORCA calculation (ωB97M-V/def2-TZVPD) on the molecule CH4N2O.

Atoms and positions in Å:
N -1.2416 -0.5251 -0.1167
N -0.2663 0.4911 0.0811
C 1.0699 0.3075 0.0434
O 1.6353 -0.7608 0.0042
H -0.5580 -1.4188 -0.5421
H -1.6450 -0.8331 1.0131
H -0.6092 1.4485 -0.4295
H 1.6148 1.2908 -0.0536

Summary:
SMILES   NNC=O
HOMO-LUMO gap   0.3906 Eh
M   60.056 g mol⁻¹



Q | ORCA calculation (ωB97M-V/def2-TZVPD) on the molecule CH4N2O.

Atoms and positions in Å:
O 1.2175 0.8334 0.0013
C -0.1060 0.4369 0.1949
N -0.3234 -0.8769 0.7353
N -0.4656 -0.5873 -0.7317
H 1.2710 0.7759 -0.9714
H -0.6678 1.1830 0.6780
H 0.5154 -1.3221 1.0066
H -1.4412 -0.4430 -0.9130

Summary:
SMILES   OC1NN1
HOMO-LUMO gap   0.4056 Eh
M   60.056 g mol⁻¹



Stability check: which of them is most stable? P.



P | ORCA calculation (ωB97M-V/def2-TZVPD) on the molecule CH4N2O.

Atoms and positions in Å:
N -0.0129 -0.5444 -1.1913
C -0.1105 0.0019 0.0794
N 1.0054 0.6889 0.5298
O -1.0744 -0.1894 0.7808
H -0.9282 -0.8570 -1.4659
H 0.5797 -0.1502 -1.8961
H 1.6260 1.0077 -0.1936
H 0.7520 1.3374 1.2563

Summary:
SMILES   NC(N)=O
HOMO-LUMO gap   0.3999 Eh
M   60.056 g mol⁻¹



Q | ORCA calculation (ωB97M-V/def2-TZVPD) on a 2-piece molecular cluster, CH4N2O overall.

Atoms and positions in Å:
C -0.2115 -0.0491 -0.1211
N 0.2545 1.1544 -0.1291
N 0.4016 -1.2273 -0.1314
O -2.4099 -0.1156 -0.0405
H 1.1953 1.5297 0.2253
H -0.4958 1.9314 -0.0331
H 1.2862 -1.1730 0.3139
H -0.0203 -2.0506 -0.0840

Summary:
HOMO-LUMO gap (spin up / spin down)   0.3161 / 0.3179 Eh
M   60.056 g mol⁻¹



R | ORCA calculation (ωB97M-V/def2-TZVPD) on a 2-piece molecular cluster, CH4N2O overall.

Atoms and positions in Å:
N 2.9992 1.0362 -0.0124
N 3.6952 0.1771 0.0421
O 4.3788 -0.7315 -0.0517
C -0.3094 -0.0773 0.0063
H -0.2584 1.0607 0.0373
H -0.7453 -0.4306 -0.9880
H 0.7445 -0.3775 0.2614
H -0.9209 -0.3856 0.8921

Summary:
SMILES   N#[N+][O-].C
HOMO-LUMO gap   0.4826 Eh
M   60.056 g mol⁻¹



S | ORCA calculation (ωB97M-V/def2-TZVPD) on the molecule CH4N2O.

Atoms and positions in Å:
O 0.3341 -1.3427 0.7040
C 0.4675 -0.3725 -0.2098
N 0.3090 1.1028 0.0320
N -0.7868 0.2680 -0.3092
H -0.5239 -1.1868 1.1131
H 1.0876 -0.6257 -1.0820
H 0.1585 1.4795 0.9300
H -1.0460 0.6773 -1.1781

Summary:
SMILES   OC1NN1
HOMO-LUMO gap   0.3897 Eh
M   60.056 g mol⁻¹



Stability check: which of them is most stable? P.



P | ORCA calculation (ωB97M-V/def2-TZVPD) on a 2-piece molecular cluster, C5H10N overall.

Atoms and positions in Å:
C -2.9670 0.5334 -0.7094
C -2.8104 -0.3881 0.2476
C -0.3430 -0.0614 0.6198
C 2.5221 0.0841 0.7626
C 2.8896 0.0778 -0.6588
N -1.5129 -0.6089 0.9226
H -3.8683 0.6132 -1.2467
H -2.1758 1.2530 -1.0309
H -3.4267 -1.2236 0.2805
H 2.2934 1.1009 1.2115
H -0.4840 0.7094 -0.2380
H 2.2733 -0.7446 1.4505
H 2.7247 0.9009 -1.4039
H 2.5080 -0.8971 -0.9660
H 3.9418 -0.0665 -0.8699
H -1.5648 -1.2825 1.6285

Summary:
HOMO-LUMO gap (spin up / spin down)   0.2636 / 0.2633 Eh
Net charge   +1
M   84.142 g mol⁻¹



Q | ORCA calculation (ωB97M-V/def2-TZVPD) on an isolated ion of composition C5H10N and charge +1.

Atoms and positions in Å:
C 0.7182 1.9423 -0.6868
C -0.0599 0.8436 -0.0304
C 0.6626 -0.3112 0.5929
C -0.3381 -1.2628 1.2413
N -0.9950 -1.4982 -0.0895
C 0.0163 -0.6307 -0.7371
H 1.7292 1.6227 -0.9266
H 0.7743 2.7959 -0.0162
H 0.2295 2.2712 -1.6015
H -1.0282 1.1210 0.3586
H 1.7083 -0.2859 0.8491
H 0.1158 -2.1759 1.6229
H -1.0017 -0.8356 1.9916
H -0.9612 -2.4739 -0.3973
H -1.9666 -1.1766 -0.1792
H 0.3884 -0.8039 -1.7268

Summary:
SMILES   C[C@@H]1[C@H]2C[NH2+][C@@H]12
HOMO-LUMO gap   0.4158 Eh
Net charge   +1
M   84.142 g mol⁻¹



R | ORCA calculation (ωB97M-V/def2-TZVPD) on C5H10N as an isolated structure.

Atoms and positions in Å:
C -0.2187 -0.3270 -0.5934
C 0.1407 0.1961 0.8924
C -0.9943 0.2956 -1.7955
C -0.6611 0.3861 2.2125
C 1.8524 -0.2597 -0.3429
N 1.4228 0.1911 0.8257
H -0.7438 -1.2370 -0.2944
H -0.4322 0.8724 -2.4651
H -1.8573 0.6962 -1.1387
H -1.4051 -0.5861 -2.3814
H -1.6559 0.7617 1.9859
H -0.1059 1.0979 2.8846
H -0.5840 -0.6290 2.6579
H 0.7677 -0.5808 -1.0816
H 2.1790 -1.2796 -0.2399
H 2.2957 0.4021 -1.1262

Summary:
HOMO-LUMO gap   0.3729 Eh
Net charge   +1
M   84.142 g mol⁻¹



Stability check: which of them is most stable? Q.